Record 1
This record from the OMol25 dataset describes one molecule with the formula C12H9F10NO4S2. The level of theory is wB97M-V/def2-TZVPD.

Properties
- SMILES: Cc1cccc(CN(S(=O)(=O)F)S(=O)(=O)C(F)(F)C(F)(F)C(F)(F)C(F)(F)F)c1
- HOMO-LUMO gap: 10.02 eV
- Total energy: -71114.1277 eV

The geometry in ORCA input format:
```
! wB97M-V def2-TZVPD RIJCOSX def2/J DEFGRID3
* xyz 0 1
C 0.54 3.13 4.73
C -0.36 2.41 3.76
C -1.60 2.91 3.40
C -2.41 2.24 2.50
C -1.98 1.06 1.93
C -0.74 0.55 2.27
C -0.27 -0.73 1.63
N 0.01 -0.57 0.16
S 1.01 0.71 -0.28
O 1.67 0.39 -1.49
O 0.32 1.92 -0.10
F 2.06 0.59 0.87
S 0.37 -2.08 -0.54
O 1.77 -2.31 -0.70
O -0.42 -3.02 0.19
C -0.52 -1.89 -2.19
F -1.75 -2.37 -1.97
F -0.62 -0.60 -2.53
C 0.10 -2.73 -3.36
F -0.89 -3.09 -4.19
F 0.62 -3.85 -2.81
C 1.23 -2.07 -4.21
F 1.64 -3.04 -5.05
F 2.25 -1.73 -3.41
C 0.82 -0.82 -5.09
F -0.51 -0.78 -5.28
F 1.21 0.31 -4.49
F 1.41 -0.91 -6.29
C 0.06 1.22 3.17
H 0.83 2.47 5.54
H 0.06 4.02 5.12
H 1.46 3.44 4.22
H -1.94 3.84 3.83
H -3.37 2.65 2.23
H -2.60 0.53 1.21
H -1.08 -1.45 1.69
H 0.59 -1.15 2.14
H 1.03 0.80 3.42
*
```

Record 2
This record from the OMol25 dataset describes a 10-piece molecular cluster, C36H96B3BrF12N6O12 overall at a distorted geometry. The level of theory is wB97M-V/def2-TZVPD.

Properties
- HOMO-LUMO gap: 7.92 eV
- Total energy: -177077.6243 eV

The geometry in ORCA input format:
```
! wB97M-V def2-TZVPD RIJCOSX def2/J DEFGRID3
* xyz 2 1
Br -1.52 -0.48 0.68
C -4.50 5.33 -1.47
O -4.47 4.30 -0.56
C -4.79 2.94 -0.90
C -4.39 1.92 0.21
N -4.60 2.49 1.57
H -4.31 3.45 1.46
H -5.59 2.57 1.77
C -3.82 1.88 2.75
C -3.97 2.74 3.97
O -3.73 4.14 3.68
C -3.48 4.97 4.79
H -5.53 5.49 -1.76
H -3.82 5.29 -2.32
H -4.24 6.31 -1.06
H -4.40 2.61 -1.86
H -5.87 2.96 -1.02
H -3.32 1.86 0.02
H -4.98 1.00 0.25
H -2.75 1.82 2.51
H -4.16 0.86 2.93
H -3.17 2.46 4.64
H -4.96 2.66 4.42
H -3.79 5.96 4.46
H -2.45 4.80 5.12
H -4.18 4.76 5.59
C -1.61 -5.69 -5.41
O -1.58 -5.38 -4.05
C -2.88 -5.52 -3.44
C -2.80 -4.94 -2.00
N -2.15 -3.52 -2.09
H -1.74 -3.29 -1.20
H -1.42 -3.59 -2.78
C -3.14 -2.40 -2.51
C -2.29 -1.27 -3.12
O -1.48 -1.84 -4.23
C -2.07 -2.05 -5.49
H -2.17 -5.03 -6.08
H -2.01 -6.70 -5.54
H -0.58 -5.70 -5.76
H -3.13 -6.58 -3.45
H -3.58 -4.94 -4.05
H -2.03 -5.48 -1.43
H -3.66 -4.83 -1.33
H -3.72 -2.05 -1.66
H -3.86 -2.84 -3.20
H -1.59 -0.88 -2.38
H -2.98 -0.48 -3.41
H -2.21 -1.16 -6.11
H -2.85 -2.80 -5.52
H -1.25 -2.44 -6.08
C -5.37 -2.19 0.89
O -4.18 -2.93 0.71
C -4.07 -4.14 1.53
C -3.46 -3.95 2.96
N -2.07 -3.24 2.81
H -1.31 -3.82 2.49
H -2.12 -2.52 2.10
C -1.62 -2.65 4.16
C -1.02 -3.75 5.07
O -2.10 -4.62 5.48
C -1.64 -5.66 6.39
H -5.34 -1.25 0.34
H -5.64 -1.93 1.91
H -6.28 -2.67 0.53
H -3.54 -4.98 1.08
H -5.05 -4.60 1.66
H -3.29 -4.93 3.40
H -4.07 -3.43 3.69
H -2.40 -2.08 4.67
H -0.84 -1.97 3.82
H -0.43 -3.30 5.87
H -0.33 -4.26 4.40
H -2.44 -6.23 6.84
H -1.03 -5.30 7.22
H -0.91 -6.32 5.92
C 3.17 3.71 0.55
O 2.34 3.19 -0.48
C 2.14 1.81 -0.22
C 1.45 1.16 -1.41
N 2.24 1.43 -2.72
H 2.27 2.42 -2.93
H 3.20 1.22 -2.49
C 1.76 0.62 -3.88
C 2.63 0.76 -5.20
O 2.74 2.14 -5.61
C 3.65 2.33 -6.78
H 2.94 4.76 0.38
H 4.22 3.62 0.27
H 2.97 3.38 1.57
H 1.51 1.67 0.65
H 3.08 1.30 -0.01
H 0.41 1.38 -1.66
H 1.39 0.09 -1.25
H 0.82 1.13 -4.07
H 1.70 -0.38 -3.46
H 2.20 0.14 -5.99
H 3.61 0.28 -5.21
H 4.68 2.05 -6.54
H 3.53 3.35 -7.13
H 3.57 1.63 -7.62
C -0.05 3.60 2.14
O 0.26 4.28 0.93
C -0.92 4.73 0.18
C -0.77 5.92 -0.77
N 0.31 5.65 -1.89
H 0.72 4.74 -1.73
H -0.17 5.52 -2.77
C 1.39 6.73 -2.26
C 2.26 6.34 -3.47
O 3.12 5.30 -3.05
C 4.05 4.88 -4.00
H 0.87 3.11 2.45
H -0.74 2.82 1.81
H -0.44 4.24 2.94
H -1.73 5.08 0.82
H -1.20 3.89 -0.45
H -0.32 6.72 -0.19
H -1.74 6.14 -1.21
H 2.09 6.87 -1.43
H 0.84 7.65 -2.45
H 2.83 7.20 -3.81
H 1.66 5.96 -4.30
H 4.55 5.75 -4.44
H 3.58 4.35 -4.83
H 4.86 4.28 -3.59
C 2.22 -1.40 1.97
O 3.39 -2.10 2.34
C 3.71 -3.16 1.48
C 5.21 -3.30 1.35
N 5.95 -2.01 1.70
H 5.54 -1.29 1.12
H 5.63 -1.61 2.57
C 7.46 -2.12 1.54
C 8.08 -3.09 2.47
O 7.52 -3.03 3.75
C 8.36 -3.54 4.79
H 1.28 -1.97 1.95
H 2.24 -0.91 1.00
H 2.30 -0.58 2.67
H 3.30 -3.09 0.47
H 3.20 -4.08 1.77
H 5.54 -3.67 0.38
H 5.54 -4.05 2.08
H 7.82 -1.14 1.84
H 7.74 -2.43 0.53
H 9.16 -2.92 2.48
H 7.99 -4.06 1.98
H 9.27 -2.94 4.85
H 8.74 -4.51 4.49
H 7.82 -3.64 5.73
B -0.88 3.27 -3.95
F -1.07 2.23 -3.05
F -1.19 2.91 -5.22
F -1.66 4.29 -3.54
F 0.38 3.76 -3.84
B 0.10 -5.11 0.89
F -0.75 -4.29 0.30
F 0.22 -4.74 2.24
F -0.47 -6.38 0.93
F 1.36 -5.09 0.27
B 1.11 -0.40 6.17
F 2.31 0.28 6.36
F 0.03 0.32 6.54
F 0.98 -0.74 4.86
F 1.12 -1.59 6.88
*
```

HOMO energy, respectively: -9.5 -12.3 eV.